[1]
Molecular formula: H7O4
Method: DFT, ωB97M-V with the def2-TZVPD basis set

```
11
Properties=species:S:1:pos:R:3
O -0.445 -0.067 0.026
O -1.171 -2.302 1.287
O 1.842 1.228 1.233
O -0.112 1.198 -2.537
H -1.006 0.394 0.659
H -0.921 1.107 -3.045
H -0.256 0.660 -1.729
H 1.684 0.331 1.549
H -0.573 -2.894 0.822
H 1.081 1.330 0.632
H -0.944 -1.424 0.818
```

Total charge: -1
Energy above the lowest of the compared OMol25 structures with the same formula, charge and spin in kJ/mol: 29.9
HOMO-LUMO gap in eV: 8.8
HOMO level in eV: -4.4148
LUMO level in hartree: 0.16218
Maximum force in eV/Å: 0.7

[2]
Molecular formula: C4H5N
Method: DFT, ωB97M-V with the def2-TZVPD basis set

```
10
Properties=species:S:1:pos:R:3
N -1.904 -0.631 0.119
C -0.364 -0.324 -0.054
C -2.658 0.362 0.037
C 0.832 -0.318 -0.017
C 2.273 -0.189 -0.029
H 2.723 -1.150 -0.278
H -3.720 0.177 0.172
H -2.378 1.402 -0.148
H 2.612 0.116 0.960
H 2.584 0.554 -0.762
```

Total charge: 0
Energy above the lowest of the compared OMol25 structures with the same formula, charge and spin in kJ/mol: 298.8
HOMO-LUMO gap in eV: 10.5
HOMO level in eV: -9.5297
LUMO level in hartree: 0.03694
SMILES: C=NC#CC
Maximum force in eV/Å: 5.1

[3]
Molecular formula: C4H6N2S
Method: DFT, ωB97M-V with the def2-TZVPD basis set

```
13
Properties=species:S:1:pos:R:3
S -0.632 2.207 0.465
N 0.088 0.127 -1.599
N 0.761 -0.224 1.989
C 1.144 -1.992 0.193
C -1.826 1.511 -0.625
C -0.714 0.849 -0.846
C 0.838 -1.224 1.079
H 1.177 0.619 1.590
H -2.863 1.603 -0.663
H -0.152 0.067 2.142
H 1.202 -2.926 -0.269
H -0.094 -0.762 -2.134
H 1.070 0.145 -1.321
```

Total charge: 0
Energy above the lowest of the compared OMol25 structures with the same formula, charge and spin in kJ/mol: 542.4
HOMO-LUMO gap in eV: 7.9
HOMO level in eV: -7.2319
LUMO level in hartree: 0.02491
SMILES: NC1=CS1.C#CN
Maximum force in eV/Å: 3.5

[4]
Molecular formula: C14H12AsMoN5O7S4
Method: DFT, ωB97M-V with the def2-TZVPD basis set

```
44
Properties=species:S:1:pos:R:3
Mo 0.304 -1.148 0.171
As 1.432 -3.251 -4.754
S 0.898 -0.637 -2.086
S 0.521 -4.993 -5.499
S 3.521 -3.360 -4.921
S 0.452 -2.594 -1.693
O -1.558 -0.728 -0.145
O 1.601 -0.917 3.496
O -1.740 5.026 -2.590
O -0.249 -1.057 2.212
O -3.603 -1.477 -0.619
O -0.486 3.903 -1.249
O 2.130 -1.533 0.728
N 1.709 -5.077 1.497
N 5.463 -3.632 3.276
N 4.119 -0.897 1.548
N 0.953 1.398 1.153
N -1.476 4.023 -1.954
C -3.014 0.683 -1.383
C 3.175 -1.871 1.374
C -3.626 3.079 -2.681
C 2.448 -4.202 1.621
C -2.425 2.897 -2.015
C -4.234 0.845 -2.032
C -0.126 1.704 2.110
C 0.555 -0.479 3.047
C 0.101 0.936 3.407
C 3.395 -3.170 1.825
C -4.534 2.033 -2.689
C -2.740 -0.628 -0.673
C -2.095 1.715 -1.389
C 4.540 -3.433 2.611
H -1.135 1.580 -0.932
H 0.849 1.969 0.322
H -3.832 4.024 -3.162
H 4.743 -1.025 2.329
H -0.832 0.899 3.973
H -5.482 2.148 -3.198
H 0.879 1.392 4.023
H 3.756 0.036 1.437
H 1.854 1.652 1.546
H -0.219 2.775 2.325
H -1.058 1.373 1.649
H -4.931 0.019 -2.015
```

Total charge: -2
Energy above the lowest of the compared OMol25 structures with the same formula, charge and spin in kJ/mol: 322.9
HOMO-LUMO gap (alpha / beta) in eV: 4.4 / 4.4
HOMO level (alpha / beta) in eV: -1.6994 / -1.6964
LUMO level (alpha / beta) in hartree: 0.10029 / 0.10015
Multiplicity: 3
Maximum force in eV/Å: 1.1

[5]
Molecular formula: C4H4N2S
Method: DFT, ωB97M-V with the def2-TZVPD basis set

```
11
Properties=species:S:1:pos:R:3
S 0.185 2.383 -1.019
N 0.101 -0.139 -0.835
N -1.137 0.134 2.258
C -0.560 1.030 -0.795
C -0.876 -0.608 1.305
C 1.286 -0.456 -0.136
C -0.184 -1.036 0.214
H 1.586 0.428 0.525
H -1.682 1.116 -0.575
H -0.652 -1.919 -0.188
H 1.933 -0.933 -0.754
```

Total charge: 0
Energy above the lowest of the compared OMol25 structures with the same formula, charge and spin in kJ/mol: 380.0
HOMO-LUMO gap in eV: 9.1
HOMO level in eV: -8.9531
LUMO level in hartree: 0.00653
SMILES: N#C[C@@H]1CN1C=S
Maximum force in eV/Å: 11.9

[6]
Molecular formula: C46H67BBr2HfN8O4SSi
Method: DFT, ωB97M-V with the def2-TZVPD basis set

```
131
Properties=species:S:1:pos:R:3
Hf 1.467 -1.058 1.598
Br 1.017 -8.013 0.056
Br 4.229 -4.802 3.398
S -0.433 1.137 -2.512
Si -2.076 2.287 -2.981
O -2.362 3.423 -1.802
O -1.908 2.992 -4.463
O -3.515 1.479 -3.083
O 2.704 -2.568 2.035
N -0.036 -2.253 3.118
N 3.051 -0.092 2.953
N 0.184 0.338 2.766
N 0.857 -2.209 4.159
N 0.411 0.249 4.115
N 2.875 -2.304 -1.286
N 0.517 -2.732 0.420
N 2.803 -0.497 4.238
C 3.679 -3.514 -1.415
C -4.045 0.516 -3.980
C -1.100 4.040 -4.983
C -4.450 3.204 -0.561
C 1.478 -6.296 0.715
C -0.690 -3.407 3.220
C -0.207 -5.154 -0.745
C 5.001 0.894 1.712
C 2.811 2.414 -1.810
C -4.901 1.247 -5.013
C -0.865 1.151 2.580
C 2.141 0.401 0.077
C -3.555 4.111 -1.418
C 3.337 1.133 -1.926
C 1.600 -3.599 6.097
C -0.477 4.906 -3.891
C 2.279 -3.771 1.657
C -4.341 4.600 -2.637
C -0.495 1.158 6.253
C 4.882 0.206 4.190
C -3.105 5.305 -0.584
C 2.004 2.717 -0.729
C -4.918 -0.422 -3.155
C -0.817 -3.993 -1.087
C 1.188 -3.892 0.749
C -1.433 1.429 1.228
C 2.853 -4.936 2.111
C 3.892 -0.318 4.999
C -1.995 4.886 -5.885
C 3.766 -1.164 -1.102
C -1.274 -1.558 -0.689
C -1.298 1.610 3.827
C 4.319 0.335 2.917
C 2.043 -2.128 -2.478
C 3.038 0.152 -0.992
C -0.477 1.014 4.767
C 2.461 -6.202 1.655
C 0.015 3.392 -5.798
C 3.954 -0.627 6.459
C -1.824 -3.765 2.318
C 0.814 -5.146 0.235
C -0.483 -2.780 -0.438
C -2.946 -0.274 -4.689
C 1.683 1.725 0.184
C 0.769 -3.339 4.887
C -0.210 -4.130 4.320
B 1.367 -0.821 4.690
H 1.062 2.017 1.023
H -4.322 -0.897 -2.371
H -3.751 5.309 -3.220
H -2.602 -4.260 2.897
H 5.721 0.176 1.313
H -2.417 0.965 1.127
H -0.758 -0.842 -1.367
H -1.226 1.913 6.535
H -0.550 -5.099 4.655
H -3.973 5.856 -0.212
H 0.484 1.457 6.628
H -2.246 -2.872 1.859
H -1.575 2.496 1.061
H 2.661 -3.554 5.854
H -5.357 -1.196 -3.789
H -0.499 -6.090 -1.203
H 0.113 5.704 -4.347
H 1.602 3.715 -0.608
H -4.266 1.899 -5.620
H -5.442 3.649 -0.440
H 2.656 -2.014 -3.385
H -0.765 0.216 6.735
H -2.488 5.980 -1.182
H 3.998 0.895 -2.753
H -2.368 4.277 -6.713
H -4.012 3.062 0.432
H -2.856 5.248 -5.317
H -2.511 4.964 0.267
H 5.553 1.790 1.998
H -5.725 0.139 -2.675
H -4.547 2.233 -1.045
H 3.220 -0.041 7.016
H -1.470 -1.023 0.243
H -1.604 -3.982 -1.830
H 0.173 4.298 -3.254
H 4.496 -1.108 -1.925
H 1.310 -0.818 5.884
H 0.657 4.156 -6.244
H -2.222 -1.797 -1.169
H 0.613 2.751 -5.146
H 5.881 0.490 4.482
H -0.411 2.775 -6.593
H 3.043 3.167 -2.554
H -4.607 3.756 -3.277
H 3.755 -1.682 6.653
H 4.345 -3.467 -2.291
H 1.407 -3.006 -2.606
H -5.256 5.102 -2.313
H 1.376 -4.591 6.485
H -1.511 -4.451 1.530
H -3.385 -0.950 -5.429
H -2.262 0.413 -5.197
H 4.294 1.153 0.932
H -5.414 0.537 -5.666
H -2.354 -0.845 -3.971
H 4.947 -0.388 6.834
H 1.392 -2.864 6.878
H 2.949 -7.088 2.033
H -2.121 2.280 4.023
H -0.806 1.068 0.417
H -1.240 5.353 -3.254
H 4.295 -3.649 -0.523
H -1.450 5.743 -6.291
H 1.409 -1.245 -2.379
H 3.032 -4.387 -1.524
H 4.325 -1.344 -0.179
H -5.649 1.863 -4.507
```

Total charge: 0
Energy above the lowest of the compared OMol25 structures with the same formula, charge and spin in kJ/mol: 170.5
HOMO-LUMO gap in eV: 5.4
HOMO level in eV: -6.3443
LUMO level in hartree: -0.03476
Maximum force in eV/Å: 1.2